(1)
Here is C47H77BCsN4P2 as an isolated structure from the Open Molecules 2025 dataset. Energies are from ωB97M-V/def2-TZVPD.

Values from the calculation:
- Frontier orbital gap: 0.180 hartree
- Total charge: -1
- E_HOMO: -3.13 eV
- Energy relative to the best compared isomer or geometry (same formula, charge and spin): 5.31 kcal/mol

Element x y z (Å)
Cs -1.005 0.187 0.450
C -1.378 -3.633 -0.064
C -1.199 -3.682 1.346
C -2.442 -3.255 1.930
C -3.313 -2.956 0.847
C -2.667 -3.188 -0.379
C -3.320 -3.228 -1.746
C -4.451 -2.201 -1.839
C -2.294 -2.932 -2.844
C -3.913 -4.624 -2.003
C -2.947 -3.139 3.376
C -2.748 -4.434 4.184
C -2.333 -1.942 4.129
C -4.458 -2.877 3.381
C 0.114 -4.275 1.887
C -0.013 -5.802 2.058
C 0.645 -3.678 3.190
C 1.245 -4.046 0.866
H -0.641 -3.943 -0.794
H -4.340 -2.624 0.941
H -4.072 -1.193 -1.649
H -5.236 -2.410 -1.105
H -4.908 -2.216 -2.837
H -1.850 -1.943 -2.697
H -2.764 -2.961 -3.836
H -1.484 -3.668 -2.834
H -4.656 -4.859 -1.237
H -3.125 -5.380 -1.948
H -4.392 -4.684 -2.991
H -1.702 -4.716 4.280
H -3.267 -5.258 3.686
H -3.159 -4.325 5.195
H -1.261 -2.049 4.268
H -2.791 -1.821 5.121
H -2.510 -1.022 3.561
H -4.995 -3.661 2.842
H -4.703 -1.916 2.921
H -4.819 -2.858 4.415
H -0.742 -6.062 2.828
H 0.952 -6.252 2.330
H -0.353 -6.243 1.118
H -0.035 -3.779 4.030
H 0.868 -2.614 3.051
H 1.581 -4.172 3.474
H 1.090 -4.618 -0.051
H 2.201 -4.362 1.298
H 1.319 -2.989 0.596
C -3.463 0.110 -4.831
C -3.063 1.417 -4.145
C -3.278 2.590 -5.105
C -4.009 1.613 -2.945
P -1.347 1.240 -3.361
C -1.020 3.060 -3.121
N 0.179 3.364 -2.373
B 0.625 2.731 -1.112
N 1.907 3.440 -0.916
C 2.877 3.354 0.151
P 2.577 2.024 1.415
C 3.525 2.838 2.844
C 2.521 3.843 3.433
C 3.803 1.784 3.920
C 4.819 3.594 2.530
C 3.624 0.597 0.742
C 3.256 -0.663 1.542
C 3.158 0.385 -0.705
C 5.140 0.769 0.740
C 2.148 4.374 -1.922
C 3.203 5.251 -2.116
C 3.186 6.089 -3.239
C 2.128 6.045 -4.135
C 1.055 5.165 -3.935
C 1.069 4.329 -2.828
C -0.084 0.767 -4.680
C 1.298 1.217 -4.179
C -0.057 -0.770 -4.745
C -0.294 1.347 -6.077
H -4.514 0.171 -5.143
H -3.363 -0.743 -4.154
H -2.867 -0.089 -5.723
H -4.327 2.595 -5.430
H -2.658 2.524 -5.999
H -3.085 3.551 -4.624
H -5.050 1.550 -3.285
H -3.872 2.589 -2.473
H -3.859 0.841 -2.188
H -1.904 3.453 -2.613
H -0.976 3.543 -4.096
H 2.898 4.301 0.696
H 3.883 3.226 -0.267
H 1.587 3.346 3.700
H 2.282 4.647 2.735
H 2.943 4.300 4.337
H 2.901 1.207 4.152
H 4.134 2.277 4.843
H 4.586 1.086 3.620
H 4.677 4.356 1.761
H 5.622 2.933 2.209
H 5.160 4.108 3.438
H 2.172 -0.811 1.570
H 3.612 -0.621 2.575
H 3.696 -1.550 1.073
H 2.069 0.362 -0.760
H 3.559 -0.563 -1.083
H 3.491 1.191 -1.365
H 5.559 0.766 1.748
H 5.446 1.690 0.237
H 5.593 -0.069 0.194
H 4.031 5.292 -1.418
H 4.005 6.779 -3.405
H 2.125 6.701 -4.997
H 0.233 5.154 -4.641
H 1.457 0.961 -3.128
H 1.444 2.293 -4.284
H 2.065 0.710 -4.779
H 0.217 -1.190 -3.774
H 0.694 -1.089 -5.478
H -1.014 -1.206 -5.031
H -0.344 2.439 -6.055
H -1.194 0.964 -6.561
H 0.561 1.071 -6.706
N 2.196 -2.457 6.157
C 1.638 -1.487 5.910
C 0.967 -0.236 5.630
C 0.910 0.755 6.593
C 0.279 1.945 6.280
C -0.270 2.091 5.017
N -0.224 1.148 4.087
C 0.381 0.003 4.393
H 1.364 0.589 7.562
H 0.216 2.751 6.998
H -0.763 3.015 4.733
H 0.419 -0.761 3.625

Löwdin atomic charge list, values in e, 2 entries: Cs 0.544; C -0.088



(2)
Here is a 7-piece molecular cluster, C47H81N5O25P3 overall in a non-equilibrium geometry from the Open Molecules 2025 dataset. Energies are from ωB97M-V/def2-TZVPD.

Values from the calculation:
- Frontier orbital gap: 0.254 hartree
- Total charge: +1
- E_HOMO: -9.05 eV

Element x y z (Å)
C -2.675 3.632 -3.482
C -3.240 3.663 -2.074
O -2.260 3.306 -1.091
C -2.142 1.937 -0.952
N -1.310 1.634 0.259
P -2.510 1.717 1.675
C -3.892 2.843 1.343
C -1.747 2.239 3.250
C -0.252 2.682 0.490
C 0.818 2.762 -0.601
C 2.185 2.889 0.114
C 3.419 2.860 -0.776
C 4.660 3.254 0.066
C 4.918 4.778 0.041
N 6.177 5.077 -0.609
C 6.361 4.981 -1.962
C 7.690 5.290 -2.196
C 8.297 5.580 -0.951
C 7.334 5.436 0.033
P 0.590 4.300 -1.704
O 1.518 5.363 -0.869
O 1.414 3.863 -3.030
O 0.757 1.620 -1.436
C 0.648 0.394 -0.714
P 1.082 -0.854 -1.993
N 1.162 -2.311 -1.517
O 2.503 -0.317 -2.506
O 0.146 -0.542 -3.245
C -0.678 0.230 0.131
C -0.276 -0.261 1.532
C 0.583 -1.530 1.622
C -0.279 -2.758 1.808
N -0.862 -2.767 3.111
O -0.465 -3.600 0.988
C -1.616 -0.784 -0.552
C -3.057 -1.038 -0.109
C -3.406 -1.657 1.208
N -4.023 -0.823 -0.907
H -2.579 2.607 -3.841
H -1.689 4.088 -3.500
H -3.310 4.196 -4.159
H -4.146 3.061 -1.974
H -3.516 4.688 -1.836
H -1.659 1.508 -1.831
H -3.121 1.465 -0.849
H -4.393 2.953 2.305
H -3.610 3.821 0.958
H -4.587 2.376 0.652
H -1.940 3.295 3.447
H -0.676 2.096 3.344
H -2.249 1.671 4.028
H 0.264 2.437 1.414
H -0.710 3.650 0.680
H 2.278 2.057 0.822
H 2.172 3.793 0.721
H 3.600 1.858 -1.163
H 3.376 3.566 -1.602
H 4.489 2.948 1.099
H 5.532 2.736 -0.320
H 4.942 5.186 1.048
H 4.111 5.284 -0.486
H 5.616 4.695 -2.679
H 8.161 5.279 -3.163
H 9.327 5.834 -0.769
H 7.400 5.546 1.099
H 0.979 6.156 -0.782
H 1.892 3.026 -2.951
H 1.493 0.389 -0.020
H 0.560 -2.936 -2.039
H 3.210 -0.631 -1.927
H 0.663 -0.253 -4.009
H -1.138 -0.484 2.158
H 0.251 0.530 2.064
H 1.111 -1.458 2.576
H 1.357 -1.651 0.872
H -1.792 -3.184 3.071
H -0.307 -3.377 3.706
H -1.686 -0.535 -1.610
H -1.123 -1.758 -0.531
H -4.472 -1.850 1.250
H -3.173 -0.976 2.021
H -2.863 -2.590 1.323
H -3.694 -0.447 -1.799
C -3.064 -7.743 1.388
C -3.310 -6.949 2.645
C -4.754 -6.890 3.092
O -4.814 -5.618 3.762
C -3.863 -4.837 3.231
O -3.752 -3.662 3.425
O -3.027 -5.547 2.444
H -3.551 -7.269 0.535
H -1.999 -7.795 1.167
H -3.444 -8.759 1.498
H -2.666 -7.306 3.452
H -5.020 -7.690 3.777
H -5.462 -6.877 2.261
C 2.038 -5.503 0.524
C 3.015 -6.050 1.533
C 4.203 -5.156 1.816
O 5.222 -6.095 2.164
C 4.922 -7.277 1.560
O 5.654 -8.204 1.492
O 3.666 -7.235 1.045
H 2.504 -5.427 -0.459
H 1.178 -6.164 0.423
H 1.678 -4.521 0.819
H 2.498 -6.314 2.461
H 4.033 -4.464 2.638
H 4.525 -4.598 0.932
C 9.580 2.478 2.011
C 10.580 3.602 2.105
C 11.291 3.717 3.436
O 11.562 5.121 3.517
C 10.634 5.767 2.769
O 10.459 6.939 2.770
O 9.928 4.880 2.022
H 8.751 2.647 2.700
H 9.163 2.421 1.006
H 10.053 1.523 2.246
H 11.298 3.540 1.282
H 12.217 3.150 3.479
H 10.654 3.434 4.278
C -8.542 -1.851 2.419
C -7.573 -0.702 2.478
C -6.938 -0.476 3.833
O -6.688 0.941 3.821
C -7.585 1.510 2.975
O -7.756 2.682 2.870
O -8.233 0.567 2.262
H -9.413 -1.651 3.045
H -8.905 -1.993 1.403
H -8.068 -2.770 2.747
H -6.808 -0.810 1.702
H -6.008 -1.024 3.966
H -7.615 -0.705 4.658
C -9.797 -5.702 -2.362
C -9.756 -5.778 -0.858
C -10.580 -4.730 -0.143
O -9.853 -4.556 1.083
C -8.565 -4.889 0.849
O -7.668 -4.680 1.604
O -8.435 -5.487 -0.354
H -9.340 -4.776 -2.711
H -9.238 -6.526 -2.804
H -10.825 -5.752 -2.720
H -10.025 -6.782 -0.519
H -11.597 -5.049 0.064
H -10.601 -3.776 -0.674
C 4.038 3.202 -8.817
C 3.949 3.019 -7.323
C 3.093 4.041 -6.604
O 3.716 4.104 -5.313
C 5.017 3.749 -5.467
O 5.849 3.882 -4.630
O 5.227 3.230 -6.695
H 4.547 4.135 -9.058
H 4.611 2.393 -9.269
H 3.043 3.211 -9.263
H 3.624 2.002 -7.083
H 2.053 3.741 -6.507
H 3.142 5.030 -7.064

Löwdin atomic charge list, values in e, 2 entries: C -0.058; C -0.225



(3)
Here is C47H83F9N6O16S3V as an isolated structure in a non-equilibrium geometry from the Open Molecules 2025 dataset. Energies are from ωB97M-V/def2-TZVPD.

Values from the calculation:
- Frontier orbital gap (alpha / beta): 0.173 / 0.197 hartree
- Total charge: -2
- E_HOMO (alpha / beta): -2.15 / -2.81 eV
- Multiplicity: 4

Element x y z (Å)
V -1.156 1.902 -2.191
C -1.320 3.750 -6.220
F -1.793 4.399 -7.262
F -0.606 2.706 -6.667
F -0.539 4.581 -5.505
S -2.701 3.164 -5.271
O -3.495 4.344 -5.143
O -3.286 2.108 -6.124
O -1.978 2.640 -4.061
C -6.006 2.647 -1.495
F -6.116 2.119 -2.717
F -6.905 1.994 -0.702
F -4.761 2.387 -1.096
S -6.378 4.402 -1.560
O -5.991 4.857 -0.229
O -5.436 4.823 -2.638
O -7.863 4.420 -1.908
C -0.556 6.018 -1.189
F -0.845 7.210 -0.677
F 0.119 6.170 -2.319
F 0.306 5.438 -0.312
S -2.136 5.103 -1.342
O -2.804 5.513 -0.174
O -2.547 5.537 -2.621
O -1.725 3.638 -1.300
C -0.183 -0.992 0.620
C 0.282 0.443 0.394
O -0.169 0.999 -0.697
H 0.222 -1.437 1.534
H 0.098 -1.553 -0.283
H -1.267 -0.946 0.623
H 1.398 0.367 0.461
H 0.025 0.982 1.380
C -0.176 -7.055 -3.210
C 1.278 -6.699 -3.548
C 1.505 -5.173 -3.488
C 0.811 -4.475 -4.572
N 0.242 -3.957 -5.421
H -0.475 -6.522 -2.305
H -0.286 -8.126 -3.057
H -0.817 -6.797 -4.039
H 1.584 -7.070 -4.531
H 1.964 -7.126 -2.792
H 2.564 -4.894 -3.597
H 1.204 -4.776 -2.522
C 3.952 -4.880 -0.558
C 3.492 -4.547 0.829
C 2.242 -3.650 0.838
C 1.065 -4.300 0.233
N 0.281 -4.977 -0.249
H 4.918 -5.404 -0.502
H 4.139 -3.973 -1.131
H 3.207 -5.452 -1.113
H 4.209 -3.967 1.416
H 3.346 -5.500 1.368
H 2.440 -2.732 0.290
H 1.990 -3.373 1.866
C 4.253 -1.923 3.802
C 3.297 -0.980 3.053
C 2.095 -0.522 3.891
C 2.540 0.301 5.085
N 2.900 0.923 5.982
H 5.165 -1.968 3.215
H 3.782 -2.926 3.949
H 4.499 -1.547 4.794
H 2.802 -1.363 2.170
H 3.790 -0.067 2.705
H 1.424 -1.260 4.338
H 1.453 0.151 3.305
C -5.106 0.315 1.360
C -3.961 0.325 2.387
C -2.993 1.420 2.048
C -3.589 2.736 2.221
N -4.154 3.693 2.427
H -4.708 0.045 0.384
H -5.654 1.254 1.255
H -5.795 -0.498 1.616
H -3.460 -0.646 2.357
H -4.286 0.475 3.409
H -2.689 1.394 1.005
H -2.081 1.366 2.646
C -2.064 -3.500 -2.553
C -2.916 -3.229 -1.324
C -3.821 -2.030 -1.556
C -3.203 -0.721 -1.662
N -2.640 0.264 -1.718
H -2.735 -3.594 -3.432
H -1.614 -4.490 -2.422
H -1.302 -2.714 -2.710
H -2.329 -3.047 -0.432
H -3.537 -4.112 -1.103
H -4.577 -1.907 -0.776
H -4.355 -2.122 -2.503
C 5.467 2.489 2.731
C 5.178 2.966 1.310
C 6.400 3.515 0.580
C 7.521 2.559 0.529
N 8.401 1.812 0.560
H 5.742 3.300 3.400
H 6.301 1.784 2.706
H 4.619 1.939 3.134
H 4.382 3.724 1.229
H 4.773 2.110 0.743
H 6.698 4.434 1.108
H 6.156 3.801 -0.452
C -3.715 -0.103 7.361
C -2.451 -0.124 6.551
O -2.394 0.104 5.361
C -1.142 -0.412 7.200
H -4.510 -0.710 6.926
H -4.117 0.909 7.477
H -3.440 -0.461 8.348
H -1.159 -1.477 7.487
H -1.050 0.189 8.100
H -0.312 -0.262 6.514
C 2.581 3.696 -1.868
C 1.695 3.288 -3.031
O 0.611 2.847 -2.805
C 2.245 3.506 -4.420
H 1.990 3.797 -0.959
H 3.119 4.609 -2.098
H 3.356 2.949 -1.736
H 2.115 4.563 -4.666
H 1.713 2.905 -5.171
H 3.315 3.257 -4.373
C -1.715 -3.207 2.945
C -2.930 -3.522 3.800
O -4.017 -3.743 3.325
C -2.637 -3.490 5.283
H -1.901 -3.462 1.902
H -0.822 -3.709 3.304
H -1.549 -2.130 3.048
H -2.333 -4.469 5.623
H -3.532 -3.200 5.830
H -1.846 -2.778 5.505
C 0.645 -0.132 -5.752
C -0.446 -0.106 -4.732
O -0.205 0.322 -3.609
C -1.789 -0.495 -5.190
H 1.573 0.201 -5.318
H 0.408 0.516 -6.588
H 0.743 -1.145 -6.121
H -2.432 -0.697 -4.340
H -1.726 -1.401 -5.825
H -2.223 0.324 -5.748
C 1.059 4.033 2.492
C -0.032 3.878 3.524
O -0.994 4.541 3.540
C 0.158 2.767 4.539
H 0.967 3.132 1.883
H 2.053 4.032 2.961
H 0.860 4.938 1.918
H 0.128 1.823 3.969
H -0.649 2.773 5.277
H 1.131 2.779 5.040
C 2.057 -1.505 -2.607
C 3.317 -0.691 -2.672
O 3.763 -0.371 -3.736
C 4.041 -0.518 -1.308
H 1.235 -0.863 -2.272
H 2.191 -2.331 -1.910
H 1.806 -1.801 -3.623
H 4.255 -1.547 -0.956
H 3.345 -0.141 -0.563
H 4.952 0.081 -1.341

Löwdin atomic charge list, values in e, 2 entries: V 0.803; C -0.700



no.,total energy (eV)
1,-75753.1018
2,-136553.8660
3,-174439.2787